A 6-piece molecular cluster, H13NO5 overall in a non-equilibrium geometry. Source: OMol25; level of theory: ωB97M-V/def2-TZVPD.

Results
* structure (SMILES): N.O.O.O.O.O
* gap between HOMO and LUMO: 11.10 eV
* relative energy (zero: lowest compared OMol25 entry of this formula, charge and spin): 21.2 kcal/mol
* total charge: 0
* 2S+1: 1
* HOMO level: -10.65 eV

Structure (XYZ):
```
19
H13NO5, DFT ωB97M-V/def2-TZVPD
N -0.25 -0.60 -2.18
H 0.23 -1.53 -2.02
H -0.89 -0.72 -3.00
H -0.77 -0.46 -1.29
H 2.61 -0.87 0.67
H 2.04 0.48 0.40
O 2.10 -0.18 1.10
H -1.97 2.55 0.55
H -1.10 1.64 -0.39
O -2.03 1.93 -0.24
H 0.57 0.76 -1.33
H 1.15 2.11 -1.31
O 0.87 1.45 -0.70
H -0.55 -1.60 1.35
H -0.24 -3.08 1.15
O -0.64 -2.33 0.64
H 0.35 -0.15 2.15
H -0.87 0.76 2.31
O -0.61 -0.15 2.13
```

---

C32H54N2O2P2Pb as an isolated structure. Source: OMol25; level of theory: ωB97M-V/def2-TZVPD.

Results
* gap between HOMO and LUMO: 7.38 eV
* relative energy (zero: lowest compared OMol25 entry of this formula, charge and spin): 9.0 kcal/mol
* total charge: 0
* 2S+1: 1
* HOMO level: -6.79 eV

Structure (XYZ):
```
93
C32H54N2O2P2Pb, DFT ωB97M-V/def2-TZVPD
Pb -0.23 1.05 0.64
C -2.08 -1.21 -3.62
C -2.25 -2.69 -3.28
C -3.74 -3.04 -3.23
P -1.50 -3.02 -1.58
C -1.16 -4.88 -1.59
C -1.29 -5.63 -2.91
C -2.07 -5.52 -0.52
C 0.20 -2.39 -1.87
C 0.93 -2.70 -3.02
C 2.18 -2.15 -3.27
C 2.96 -2.56 -4.49
C 2.69 -1.23 -2.36
C 2.00 -0.94 -1.19
C 0.77 -1.53 -0.91
N 0.14 -1.20 0.31
C 0.11 -2.14 1.31
C 0.76 -3.39 1.19
C 0.72 -4.34 2.20
C 0.06 -4.10 3.40
C 0.02 -5.13 4.50
C -0.55 -2.87 3.56
C -0.54 -1.90 2.56
P -1.24 -0.25 2.82
C -0.93 0.15 4.62
C -0.59 1.64 4.75
C -2.04 -0.25 5.59
C -3.09 -0.41 2.65
C -3.44 -1.19 1.39
C -3.70 1.00 2.60
H -2.61 -0.98 -4.55
H -1.03 -0.95 -3.75
H -2.49 -0.59 -2.82
H -1.76 -3.30 -4.04
H -4.25 -2.36 -2.55
H -3.91 -4.06 -2.87
H -4.18 -2.95 -4.22
H -0.13 -4.97 -1.24
H -2.31 -5.58 -3.30
H -1.04 -6.68 -2.76
H -0.61 -5.24 -3.67
H -3.12 -5.42 -0.80
H -1.92 -5.03 0.45
H -1.84 -6.58 -0.41
H 0.51 -3.40 -3.74
H 2.30 -2.69 -5.35
H 3.45 -3.52 -4.31
H 3.73 -1.83 -4.74
H 3.64 -0.76 -2.56
H 2.42 -0.27 -0.45
H 1.32 -3.61 0.30
H 1.24 -5.28 2.06
H 0.62 -6.01 4.24
H -1.00 -5.47 4.69
H 0.41 -4.72 5.43
H -1.05 -2.65 4.49
H -0.03 -0.42 4.84
H -1.46 2.27 4.52
H 0.21 1.92 4.06
H -0.27 1.86 5.77
H -2.90 0.41 5.49
H -1.67 -0.18 6.61
H -2.38 -1.27 5.42
H -3.47 -0.95 3.52
H -2.99 -0.75 0.50
H -4.53 -1.20 1.26
H -3.09 -2.22 1.46
H -3.23 1.60 1.83
H -3.60 1.52 3.56
H -4.77 0.94 2.37
C 1.82 3.82 0.72
C 2.62 2.52 0.88
C 3.34 2.20 -0.44
O 1.85 1.46 1.33
H 2.48 4.68 0.57
H 1.23 3.99 1.62
H 1.14 3.75 -0.13
H 3.40 2.71 1.64
H 2.60 2.04 -1.23
H 3.94 1.30 -0.32
H 4.00 3.02 -0.74
C -0.35 1.78 -3.36
N -1.50 2.66 -3.31
C -1.67 3.57 -4.42
C -2.39 2.60 -2.30
O -2.33 1.86 -1.33
H -0.45 1.06 -4.18
H -0.27 1.23 -2.43
H 0.56 2.37 -3.52
H -1.78 3.01 -5.35
H -0.80 4.23 -4.51
H -2.56 4.18 -4.27
H -3.22 3.31 -2.42
```

---

C27H41AsBrN6OY as an isolated structure. Source: OMol25; level of theory: ωB97M-V/def2-TZVPD.

Results
* gap between HOMO and LUMO: 6.73 eV
* relative energy (zero: lowest compared OMol25 entry of this formula, charge and spin): 7.3 kcal/mol
* total charge: +4
* 2S+1: 1
* HOMO level: -17.02 eV

Structure (XYZ):
```
78
C27H41AsBrN6OY, DFT ωB97M-V/def2-TZVPD
Y -0.07 -0.01 -0.20
Br 4.97 -0.81 5.56
C 3.52 -0.69 4.37
C 2.22 -0.53 4.86
C 1.14 -0.45 4.00
C 1.33 -0.51 2.63
O 0.31 -0.44 1.76
C 2.64 -0.65 2.11
C 2.98 -0.68 0.72
N 2.22 -0.45 -0.32
C 2.81 -0.47 -1.63
C 4.15 -0.38 -1.88
C 4.65 -0.42 -3.20
C 3.81 -0.54 -4.26
C 2.41 -0.60 -4.04
C 1.48 -0.69 -5.10
C 0.14 -0.71 -4.84
C -0.27 -0.63 -3.51
N 0.56 -0.56 -2.48
C 1.91 -0.55 -2.72
C 3.72 -0.76 3.01
H 2.06 -0.48 5.93
H 0.14 -0.35 4.40
H 4.02 -0.92 0.54
H 4.87 -0.24 -1.08
H 5.72 -0.34 -3.36
H 4.18 -0.57 -5.28
H 1.85 -0.73 -6.12
H -0.59 -0.78 -5.64
H -1.34 -0.63 -3.28
H 4.73 -0.88 2.63
C -4.67 1.67 -0.55
C -3.21 1.30 -0.86
N -2.76 0.13 -0.06
C -2.97 0.43 1.38
C -4.47 0.65 1.69
N -5.21 0.62 0.38
C -5.09 -0.74 -0.25
C -3.59 -1.04 -0.43
H -5.30 1.68 -1.44
H -4.76 2.63 -0.05
H -2.55 2.14 -0.65
H -3.10 1.05 -1.92
H -2.39 1.33 1.63
H -2.58 -0.39 1.98
H -4.66 1.62 2.15
H -4.89 -0.13 2.32
H -6.20 0.82 0.56
H -5.63 -0.70 -1.19
H -5.59 -1.45 0.41
H -3.39 -1.30 -1.46
H -3.29 -1.88 0.20
C -0.78 4.32 -0.43
As 0.38 2.89 0.21
C 0.65 3.30 2.09
C 2.09 3.32 -0.59
H -0.30 5.28 -0.24
H -1.73 4.30 0.11
H -0.95 4.21 -1.50
H 1.06 4.30 2.19
H 1.34 2.57 2.51
H -0.30 3.24 2.63
H 2.36 4.35 -0.34
H 2.03 3.22 -1.67
H 2.85 2.64 -0.20
N 0.45 -6.78 -0.25
C 0.69 -5.41 0.33
C -0.13 -4.33 -0.38
N 0.11 -2.98 0.17
H 1.01 -7.49 0.24
H 0.70 -6.84 -1.24
H -0.53 -7.07 -0.16
H 1.76 -5.23 0.24
H 0.44 -5.48 1.39
H -1.19 -4.55 -0.29
H 0.11 -4.31 -1.44
H 1.10 -2.75 0.12
H -0.12 -2.95 1.16
```

---

A 10-piece molecular cluster, C35H76F30N7OP5 overall in a non-equilibrium geometry. Source: OMol25; level of theory: ωB97M-V/def2-TZVPD.

Results
* gap between HOMO and LUMO (alpha / beta): 5.29 / 1.82 eV
* expectation value of S²: 0.77
* total charge: +1
* 2S+1: 2
* HOMO level (alpha / beta): -11.85 / -11.85 eV

Structure (XYZ):
```
154
C35H76F30N7OP5, DFT ωB97M-V/def2-TZVPD
C 32.43 -5.10 13.37
C 33.37 -4.76 12.17
C 34.59 -3.98 12.61
N 35.54 -3.49 11.48
C 36.88 -2.88 11.93
C 36.63 -1.50 12.67
C 35.80 -0.48 11.98
C 34.61 -1.13 11.27
C 34.87 -2.46 10.51
C 36.01 -4.68 10.55
H 31.91 -4.17 13.56
H 32.95 -5.52 14.23
H 31.65 -5.84 13.17
H 32.68 -4.27 11.49
H 33.62 -5.65 11.60
H 35.20 -4.58 13.27
H 34.38 -3.05 13.14
H 37.38 -3.59 12.58
H 37.49 -2.66 11.06
H 36.21 -1.85 13.62
H 37.64 -1.13 12.86
H 35.65 0.33 12.70
H 36.37 0.01 11.19
H 33.83 -1.22 12.03
H 34.27 -0.36 10.58
H 33.90 -2.83 10.20
H 35.55 -2.34 9.66
H 35.18 -5.11 9.99
H 36.41 -5.38 11.28
H 36.65 -4.44 9.69
C 27.40 -3.33 7.19
C 28.12 -4.54 7.91
C 27.60 -4.98 9.37
N 28.16 -6.33 9.98
C 27.80 -7.62 9.17
C 28.59 -8.89 9.74
C 30.09 -8.53 9.67
C 30.39 -7.38 10.61
C 29.68 -6.11 10.22
C 27.42 -6.43 11.33
H 27.70 -2.42 7.71
H 26.33 -3.50 7.24
H 27.66 -3.28 6.13
H 29.17 -4.29 7.79
H 27.84 -5.34 7.21
H 26.52 -5.10 9.36
H 27.86 -4.12 9.98
H 28.09 -7.42 8.14
H 26.72 -7.70 9.29
H 28.33 -9.86 9.33
H 28.26 -8.89 10.78
H 30.36 -8.18 8.67
H 30.72 -9.41 9.77
H 31.46 -7.20 10.55
H 30.22 -7.75 11.62
H 30.07 -5.80 9.25
H 29.95 -5.34 10.95
H 27.59 -5.50 11.88
H 27.87 -7.14 12.02
H 26.35 -6.56 11.16
C 38.79 -10.41 8.48
N 37.41 -10.09 7.88
C 36.39 -10.92 8.64
C 37.18 -8.60 8.19
C 37.42 -10.38 6.37
C 36.14 -10.34 5.60
O 35.34 -9.17 5.65
H 39.61 -9.89 8.00
H 38.97 -11.43 8.14
H 38.89 -10.30 9.56
H 35.46 -11.02 8.09
H 36.32 -10.48 9.63
H 36.72 -11.96 8.75
H 37.31 -8.34 9.24
H 36.14 -8.42 7.91
H 37.82 -7.97 7.57
H 37.75 -11.42 6.39
H 38.20 -9.77 5.92
H 35.43 -11.11 5.90
H 36.33 -10.82 4.64
H 35.66 -8.48 5.07
C 31.70 2.74 4.99
C 32.45 3.33 6.22
N 33.64 2.50 6.52
C 34.61 2.29 5.61
C 35.62 1.57 6.26
N 35.25 1.29 7.56
C 33.90 1.76 7.68
C 36.10 0.54 8.50
H 32.07 3.15 4.05
H 30.64 2.99 5.05
H 31.79 1.65 5.00
H 31.73 3.35 7.04
H 32.67 4.38 6.07
H 34.44 2.72 4.63
H 36.59 1.17 6.01
H 33.30 1.62 8.57
H 37.09 0.40 8.07
H 35.68 -0.47 8.52
H 36.18 1.07 9.44
C 33.21 -6.84 7.16
C 34.20 -5.67 6.84
N 33.54 -4.52 6.37
C 32.18 -4.20 6.55
C 31.94 -3.01 5.82
N 33.11 -2.62 5.22
C 34.11 -3.48 5.57
C 33.28 -1.40 4.39
H 33.72 -7.66 7.66
H 32.60 -7.25 6.36
H 32.56 -6.51 7.97
H 34.86 -6.10 6.09
H 34.81 -5.39 7.71
H 31.53 -4.93 7.00
H 30.98 -2.55 5.63
H 35.15 -3.33 5.30
H 34.34 -1.15 4.42
H 32.60 -0.68 4.84
H 32.89 -1.60 3.39
P 34.69 -8.72 11.75
F 33.16 -8.20 11.81
F 35.25 -7.26 12.09
F 34.61 -9.16 13.38
F 36.26 -9.13 11.80
F 34.25 -10.19 11.31
F 34.80 -8.33 10.17
P 29.73 -6.43 4.30
F 29.91 -6.32 5.93
F 28.51 -7.57 4.35
F 28.63 -5.26 4.29
F 29.63 -6.55 2.69
F 30.89 -5.32 4.04
F 30.83 -7.74 4.19
P 37.80 -2.92 7.12
F 39.38 -2.72 6.88
F 38.00 -2.18 8.60
F 37.52 -1.39 6.59
F 36.27 -3.16 7.52
F 37.79 -3.57 5.62
F 38.12 -4.35 7.88
P 35.06 0.72 1.98
F 35.32 2.34 2.06
F 34.41 1.02 0.53
F 36.44 0.43 1.23
F 34.65 -0.89 1.91
F 35.75 0.53 3.43
F 33.64 1.13 2.68
P 36.59 -6.92 2.92
F 38.16 -7.38 2.72
F 36.74 -7.16 4.54
F 37.02 -5.35 3.22
F 35.03 -6.68 3.26
F 36.26 -6.70 1.31
F 36.22 -8.46 2.72
```

---

no.,energy (Ha)
1,-438.748595
2,-2387.306219
3,-6304.131337
4,-6540.967267